Record 1
17
Properties=species:S:1:pos:R:3:lowdin_charge:R:1 method="wB97M-V/def2-TZVPD" gap_ev="6.157 / 6.545" multiplicity=3 e_tot_ev=-28486.020 largest_force_ha_per_bohr=0.119 charge=0 e_above_lowest_kcal_mol=58.8
S -2.03035 -2.78148 0.27469 0.7147
S -1.63518 -0.54907 -1.85113 0.7525
N -0.02558 -1.02209 0.15798 -0.1491
C 0.79372 -0.78638 1.51127 0.1087
C -0.35077 1.40160 0.44388 -0.0624
C 1.54168 0.55901 -0.80873 -0.0316
C 0.57626 0.25414 0.27994 -0.5404
C -1.19253 -1.48513 -0.31146 -1.1738
H 1.72249 -1.25583 1.52302 0.0710
H 0.14059 2.35675 0.57107 0.0925
H 0.76841 0.74200 -1.52706 0.0459
H -2.86552 -0.82054 -1.56358 -0.1819
H 2.11884 -0.27329 -1.26516 0.1039
H -0.97664 1.50146 -0.39174 0.0212
H -1.04052 1.30500 1.23410 0.0762
H 2.21285 1.36422 -0.64210 0.0750
H 0.24224 -0.51039 2.36499 0.0775


Record 2
16
Properties=species:S:1:pos:R:3:lowdin_charge:R:1 method="wB97M-V/def2-TZVPD" gap_ev=8.834 e_tot_ev=-72163.203 largest_force_ha_per_bohr=0.089 charge=0 e_above_lowest_kcal_mol=79.0
Se 3.03152 0.74369 0.17137 0.9236
N 1.12938 -0.18846 1.73848 -0.0905
C -0.57588 -0.57948 3.32955 0.0183
C 0.19220 0.64556 -2.16264 -0.0613
C 1.21696 1.48973 -1.77526 -0.1979
C 1.44638 -0.07641 0.52160 -0.6082
C -0.02694 -0.74652 2.11915 -0.3120
H 3.63896 0.52817 1.43497 -0.1499
H 1.05311 2.23069 -1.05484 0.0224
H -0.49558 -1.43628 1.30373 0.1311
H 0.88815 -0.70111 -0.23334 0.0814
H -1.55691 -0.91649 3.58794 0.0360
H -0.84894 1.06576 -2.13599 0.0752
H 2.21476 1.15419 -2.08698 0.0032
H 0.48339 -0.13717 -2.81712 0.0373
H 0.02811 0.14387 3.99868 0.0915


Record 3
18
Properties=species:S:1:pos:R:3:lowdin_charge:R:1 method="wB97M-V/def2-TZVPD" gap_ev="5.942 / 7.664" multiplicity=4 e_tot_ev=-26730.585 largest_force_ha_per_bohr=0.098 charge=+2 e_above_lowest_kcal_mol=24.4
Nd 2.02510 1.42466 0.82473 2.2201
O -0.08672 0.94615 -0.48997 -0.0616
O -1.70870 -0.46348 -0.72835 0.0658
O 0.83671 -0.59076 1.20811 -0.3366
C 0.42259 -1.46658 0.17963 -0.2981
C -2.70664 -1.10775 0.10477 -0.1758
C -4.05178 -0.54721 -0.27496 -0.0410
C -0.51944 -0.20221 -0.28927 -0.4092
C 1.49658 -1.87767 -0.81458 -0.0116
H -2.64960 -2.18875 -0.06362 0.1376
H -4.83076 -1.18894 0.15729 0.1030
H 1.24486 -2.79293 -1.36605 0.1131
H -0.10328 -2.30973 0.65439 0.1678
H -4.17781 -0.52994 -1.36482 0.0999
H -4.17950 0.46909 0.11872 0.0940
H 1.63391 -1.11009 -1.59377 0.0922
H 2.44107 -2.04764 -0.27258 0.1013
H -2.46831 -0.90094 1.15562 0.1392


Record 4
17
Properties=species:S:1:pos:R:3:lowdin_charge:R:1 method="wB97M-V/def2-TZVPD" gap_ev="7.199 / 7.198" e_tot_ev=-18710.225 largest_force_ha_per_bohr=0.083 charge=0 e_above_lowest_kcal_mol=107.5
P -0.02517 -0.78636 0.68600 0.6497
O 0.83175 -0.78949 2.28102 -0.2128
O -0.87905 0.40411 0.89633 -0.5098
C 0.78597 1.59471 -2.13850 -0.2305
C -1.14951 -2.17461 1.00875 -0.2756
C 1.00709 2.13525 -1.09707 0.0529
C 0.39541 0.91600 -3.39434 -0.1177
C 0.41248 0.13967 2.98784 -0.0101
H 0.90982 1.22667 -4.31259 0.0680
H 0.19868 -0.13483 -3.15500 0.0649
H -0.70902 1.35201 -3.55409 0.1186
H -0.45464 -2.85735 1.65326 0.0593
H -1.96875 -1.80623 1.72550 0.0692
H 1.03904 0.23814 3.96661 0.1373
H -0.34260 0.88910 2.46563 0.1186
H -1.45971 -2.67361 0.12666 0.0056
H 1.40820 2.32680 -0.14601 0.0123


Record 5
17
Properties=species:S:1:pos:R:3:lowdin_charge:R:1 method="wB97M-V/def2-TZVPD" gap_ev="6.418 / 7.300" multiplicity=4 e_tot_ev=-11463.765 largest_force_ha_per_bohr=0.207 charge=0 e_above_lowest_kcal_mol=85.5
O -0.34930 0.72351 0.32784 -0.0378
O -1.86616 -1.51915 5.70458 -0.0619
O 0.05977 -0.02743 1.24818 -0.1217
C -0.34928 0.09685 4.71801 -0.2484
C 0.05293 0.98629 5.87045 -0.0407
C -1.03477 -0.08952 2.20616 -0.1417
C -0.61515 0.57032 3.49895 -0.0212
C -0.60627 -1.38784 5.04731 -0.2249
H -2.04029 -2.46105 5.81614 0.0836
H 1.00531 1.48006 5.73986 0.0795
H -0.43486 1.61778 3.31359 0.1163
H 0.13681 0.41075 6.78277 0.0749
H 0.19510 -1.64693 5.75877 0.1109
H -0.69881 1.75279 6.04850 0.0867
H -1.05984 -1.13799 2.39123 0.0923
H -0.49371 -2.06891 4.16306 0.1183
H -1.98539 0.19343 1.73277 0.1357


Record 6
19
Properties=species:S:1:pos:R:3:lowdin_charge:R:1 method="wB97M-V/def2-TZVPD" gap_ev="9.033 / 8.085" multiplicity=2 e_tot_ev=-15559.071 largest_force_ha_per_bohr=0.039 charge=0 e_above_lowest_kcal_mol=105.2
O -1.49704 1.39489 1.11091 -0.1206
O -0.56781 1.82850 0.06325 -0.0990
O 2.89373 -1.22389 0.03994 -0.0264
O -3.29464 -0.74395 0.74075 0.0330
O 1.83956 -0.81699 1.03310 -0.1183
C 1.41967 0.49436 0.64568 -0.1239
C 0.37361 0.17702 -1.64490 -0.0092
C 0.07494 0.54683 -0.20845 -0.4641
C -1.01183 -0.29759 0.43795 -0.0393
C -2.27501 -0.66703 -0.13368 -0.1047
H 0.74699 -0.86609 -1.71195 0.1073
H 1.13279 1.03479 1.57648 0.1441
H -2.43463 -0.61280 -1.22878 0.1376
H 3.60466 -1.44478 0.66412 0.0978
H -3.01720 -0.22485 1.55329 0.1398
H 1.15551 0.80373 -2.10012 0.0929
H -0.51832 0.29888 -2.28086 0.0867
H 2.14407 1.03789 0.03379 0.1296
H -0.76905 -0.71892 1.40949 0.1366


Record 7
16
Properties=species:S:1:pos:R:3:lowdin_charge:R:1 method="wB97M-V/def2-TZVPD" gap_ev="8.949 / 6.397" e_tot_ev=-16663.283 largest_force_ha_per_bohr=0.107 charge=0 e_above_lowest_kcal_mol=83.2
P 2.23897 -0.70857 0.50378 0.8434
O -1.53319 1.54705 -0.15362 0.0397
C -0.56314 -0.53524 0.49650 -0.2423
C -2.97100 -0.33454 0.19196 0.1575
C 2.63307 0.03672 -1.12718 -0.4197
C -1.67198 0.31340 0.03689 -0.4871
C 0.71943 0.30911 0.75163 -0.4719
H 3.71985 -0.04450 -1.30344 0.0207
H -3.07717 -1.23409 0.64171 0.0205
H 2.35183 1.12690 -1.21446 0.0497
H 2.04244 -0.32995 -1.91304 0.0031
H -1.03171 -0.95923 1.43258 0.1325
H -0.40840 -1.34803 -0.20800 0.1060
H 0.77333 0.98702 -0.10992 0.0372
H -3.86563 0.38858 0.18638 0.1078
H 0.64330 0.78537 1.78824 0.1030